C71H165Hg2N14O23 as an isolated structure in a non-equilibrium geometry, computed with wB97M-V/def2-TZVPD.

Structure (ORCA input):
```
! RIJCOSX wB97M-V def2-TZVPD def2/J DEFGRID3
* xyz -1 1
Hg -4.24 1.16 0.98
Hg 3.99 -1.49 0.69
C 8.10 -0.41 -1.16
C 6.65 -0.27 -1.57
C 6.53 -0.85 -3.00
O 5.80 -0.97 -0.73
H 8.46 -1.44 -1.09
H 8.32 0.17 -0.27
H 8.72 -0.05 -1.98
H 6.26 0.74 -1.66
H 7.51 -0.80 -3.47
H 5.79 -0.26 -3.54
H 6.23 -1.90 -2.98
C -0.15 -0.03 -0.68
C -1.36 0.31 0.04
C -1.31 0.24 1.68
O -2.34 0.56 2.31
C -0.11 -0.17 2.23
C 1.02 -0.41 1.52
C 1.00 -0.29 0.01
O 2.01 -0.66 -0.73
O 2.06 -0.82 2.15
O -2.45 0.55 -0.45
H -0.33 0.00 -1.75
H -0.05 -0.43 3.28
C -6.35 2.87 4.44
C -7.12 3.92 5.02
C -8.41 4.42 4.21
O -9.26 5.16 4.76
C -8.56 3.96 2.84
C -7.74 3.00 2.34
C -6.71 2.31 3.23
O -5.85 1.42 2.87
O -7.97 2.67 1.10
O -6.90 4.42 6.09
H -5.52 2.53 5.04
H -9.30 4.50 2.26
C 2.03 -5.38 -0.78
C 2.40 -4.30 0.27
C 2.73 -4.85 1.65
O 3.11 -3.77 2.55
C 3.01 -4.10 3.90
N 3.56 -3.61 -0.26
H 1.99 -4.99 -1.80
H 1.05 -5.77 -0.52
H 2.70 -6.24 -0.74
H 1.50 -3.68 0.31
H 3.53 -5.58 1.59
H 1.91 -5.36 2.16
H 3.25 -3.19 4.45
H 3.75 -4.87 4.15
H 2.00 -4.40 4.18
H 4.34 -4.25 -0.23
H 3.46 -3.43 -1.25
C 5.43 2.85 2.08
C 4.28 1.93 2.17
C 2.84 2.67 2.15
O 2.57 3.40 3.36
C 1.85 2.65 4.37
N 4.43 0.96 1.08
H 6.34 2.26 2.24
H 5.19 3.59 2.84
H 5.41 3.34 1.11
H 4.41 1.36 3.09
H 2.02 1.99 1.89
H 2.78 3.44 1.38
H 0.82 2.55 4.03
H 2.00 2.89 5.43
H 2.30 1.66 4.45
H 3.96 1.33 0.26
H 5.40 1.05 0.81
C 4.37 -4.80 7.39
C 3.14 -5.51 8.09
C 1.92 -4.91 7.41
O 1.76 -3.57 7.84
C 0.78 -2.96 7.03
N 3.26 -7.00 7.96
H 4.54 -5.07 6.35
H 5.30 -5.01 7.93
H 4.31 -3.72 7.33
H 3.19 -5.25 9.15
H 1.05 -5.47 7.75
H 1.86 -5.17 6.35
H 0.53 -1.99 7.46
H -0.10 -3.59 6.94
H 1.11 -2.92 6.00
H 2.59 -7.49 8.53
H 4.10 -7.35 8.39
C -3.54 -1.39 6.39
C -2.41 -0.50 5.97
C -1.83 0.23 7.21
O -2.81 0.81 8.02
C -2.48 1.39 9.27
N -1.49 -1.44 5.25
H -4.29 -0.76 6.87
H -3.45 -2.02 7.28
H -4.02 -1.89 5.55
H -2.93 0.09 5.21
H -1.15 1.03 6.91
H -1.17 -0.39 7.82
H -3.22 2.14 9.56
H -1.56 1.97 9.30
H -2.44 0.72 10.14
H -1.83 -1.53 4.30
H -0.65 -0.90 5.11
C 0.40 4.81 -10.19
C -0.98 4.62 -9.71
C -1.00 4.52 -8.13
O -0.33 3.31 -7.65
C 0.03 3.39 -6.28
N -1.89 5.76 -10.05
H 1.04 5.49 -9.63
H 0.39 5.15 -11.23
H 0.92 3.87 -10.06
H -1.32 3.66 -10.08
H -2.01 4.49 -7.73
H -0.47 5.41 -7.79
H 1.08 3.69 -6.18
H -0.02 2.38 -5.87
H -0.52 4.05 -5.61
H -2.11 6.36 -9.27
H -1.53 6.24 -10.86
C -4.87 -6.11 1.36
C -3.41 -5.77 0.88
C -2.25 -5.59 1.93
O -1.16 -4.84 1.43
C -1.29 -3.45 1.67
N -3.00 -6.69 -0.15
H -5.44 -5.33 1.86
H -4.97 -6.97 2.02
H -5.57 -6.36 0.56
H -3.51 -4.82 0.36
H -1.77 -6.54 2.15
H -2.62 -5.22 2.89
H -1.07 -3.21 2.71
H -2.23 -2.98 1.36
H -0.59 -2.82 1.13
H -3.04 -7.60 0.30
H -2.08 -6.36 -0.38
C 0.93 6.40 -3.09
C 1.79 5.29 -2.58
C 3.23 5.69 -2.21
O 3.98 6.32 -3.19
C 4.53 7.55 -2.71
N 1.24 4.81 -1.29
H 0.22 6.03 -3.83
H 1.52 7.05 -3.75
H 0.39 7.09 -2.44
H 1.81 4.55 -3.37
H 3.73 4.74 -1.99
H 3.29 6.26 -1.28
H 5.26 7.45 -1.90
H 3.74 8.19 -2.31
H 4.95 8.06 -3.57
H 1.59 5.54 -0.68
H 0.25 4.75 -1.09
C -5.43 5.53 -0.33
C -4.50 4.40 0.08
C -4.34 4.60 1.66
O -3.65 3.44 2.27
C -3.41 3.74 3.61
N -5.12 3.07 -0.17
H -5.01 6.53 -0.18
H -6.43 5.38 0.09
H -5.59 5.47 -1.40
H -3.50 4.45 -0.34
H -5.30 4.46 2.16
H -3.88 5.58 1.77
H -4.27 4.18 4.13
H -2.54 4.38 3.69
H -3.19 2.80 4.12
H -5.16 2.90 -1.16
H -6.07 3.24 0.11
C 5.29 -1.09 4.30
C 6.24 -1.21 3.10
C 7.74 -1.38 3.58
O 8.28 -0.31 4.31
C 9.59 -0.33 4.66
N 5.74 -2.25 2.18
H 5.36 -2.00 4.88
H 4.29 -0.99 3.88
H 5.59 -0.26 4.94
H 6.11 -0.25 2.60
H 8.34 -1.42 2.67
H 7.79 -2.37 4.04
H 9.73 -0.85 5.61
H 10.01 0.63 4.93
H 10.23 -0.89 3.97
H 5.63 -3.11 2.69
H 6.54 -2.47 1.60
C -4.48 -0.16 -3.34
C -3.81 1.25 -3.30
C -2.78 1.48 -4.44
O -2.03 2.66 -4.27
C -1.09 2.74 -3.21
N -4.96 2.21 -3.22
H -5.20 -0.28 -4.15
H -5.05 -0.37 -2.43
H -3.84 -1.02 -3.53
H -3.20 1.41 -2.41
H -3.25 1.53 -5.42
H -2.02 0.71 -4.56
H -1.40 3.01 -2.20
H -0.28 3.45 -3.37
H -0.59 1.77 -3.20
H -4.73 3.15 -3.54
H -5.77 1.91 -3.75
C -1.00 -3.72 -2.05
C -0.85 -3.02 -3.42
C 0.58 -3.12 -3.97
O 0.72 -2.17 -5.10
C 0.94 -0.81 -4.67
N -1.88 -3.51 -4.33
H -2.05 -3.55 -1.80
H -0.38 -3.37 -1.23
H -0.78 -4.79 -2.12
H -0.95 -1.95 -3.26
H 0.74 -4.14 -4.33
H 1.33 -3.15 -3.17
H 1.38 -0.22 -5.47
H 1.57 -0.87 -3.78
H 0.03 -0.28 -4.38
H -2.60 -3.98 -3.79
H -2.34 -2.86 -4.95
C -5.15 -4.27 -2.42
C -4.69 -5.44 -3.40
C -4.78 -4.98 -4.94
O -6.21 -4.92 -5.55
C -6.72 -3.62 -5.69
N -3.40 -5.87 -2.97
H -4.45 -3.51 -2.07
H -5.44 -4.78 -1.50
H -6.02 -3.77 -2.84
H -5.35 -6.24 -3.06
H -4.15 -5.65 -5.53
H -4.33 -3.99 -5.07
H -6.31 -3.14 -6.57
H -6.64 -3.13 -4.72
H -7.81 -3.72 -5.71
H -2.87 -6.57 -3.47
H -3.53 -6.27 -2.05
C -7.65 -1.52 -0.53
C -6.52 -0.99 0.35
C -5.21 -1.70 0.32
O -4.33 -1.13 1.27
C -4.24 -1.90 2.51
N -6.22 0.34 -0.16
H -8.48 -0.87 -0.24
H -7.99 -2.52 -0.26
H -7.43 -1.50 -1.60
H -6.91 -0.78 1.35
H -4.70 -1.58 -0.63
H -5.39 -2.77 0.39
H -3.45 -1.46 3.13
H -4.05 -2.96 2.38
H -5.14 -1.74 3.10
H -6.28 0.30 -1.17
H -7.04 0.89 0.07
C 9.33 4.38 -5.15
C 7.79 4.44 -5.34
C 7.13 3.22 -4.69
O 5.77 3.31 -5.13
C 4.92 2.29 -4.67
N 7.37 5.69 -4.91
H 9.46 4.42 -4.06
H 9.68 5.33 -5.56
H 9.90 3.55 -5.55
H 7.52 4.41 -6.40
H 7.30 3.25 -3.61
H 7.50 2.24 -4.99
H 4.02 2.48 -5.25
H 4.83 2.26 -3.58
H 5.25 1.31 -5.03
H 6.97 5.73 -3.98
H 6.59 5.96 -5.50
*
```

LUMO level: 1.3 eV
maximum force: 4.22 eV/Å
gap between HOMO and LUMO: 0.1833 Eh
HOMO level: -0.1368 hartree

Mulliken atomic charge list, values in e, 2 entries:
1 Hg 3.949
2 Hg 3.562